Below is 2 unconnected molecules or ions with the total composition C2H6ClFN2 at a distorted geometry, with properties calculated with ωB97M-V with the def2-TZVPD basis set.

XYZ file:
```
12
C2H6ClFN2 (ωB97M-V with the def2-TZVPD basis set)
C -0.85 -1.44 0.27
C -0.04 0.77 -0.52
N 1.03 1.55 -0.67
N 0.22 -0.56 -0.16
F -0.91 1.42 0.94
Cl 1.68 -0.84 0.84
H -1.33 -1.30 1.22
H -1.55 -1.63 -0.53
H -0.19 -2.43 0.32
H -0.85 0.84 -1.25
H 1.86 1.11 -0.19
H 0.91 2.49 -0.27
```

Results
LUMO (eV): 0.03
Gap between HOMO and LUMO (Ha): 0.3684
Energy relative to the best compared isomer or geometry (same formula, charge and spin) (eV): 0.2922
Calculated total energy (eV): -20389.276
Total charge: 0

Below is C2H6ClFSi in the gas phase at a distorted geometry, with properties calculated with ωB97M-V with the def2-TZVPD basis set.

XYZ file:
```
11
C2H6ClFSi (ωB97M-V with the def2-TZVPD basis set)
C -0.82 1.40 0.40
C 0.87 -0.89 -1.10
F -1.58 -1.71 0.62
Si -0.20 -0.47 0.38
Cl 0.92 -0.76 2.12
H -1.60 1.52 1.19
H -0.05 1.96 0.86
H -1.06 1.91 -0.53
H 0.47 -0.76 -2.10
H 1.66 -0.33 -0.76
H 1.38 -1.88 -1.09
```

Results
LUMO (eV): 0.66
Gap between HOMO and LUMO (Ha): 0.4371
Energy relative to the best compared isomer or geometry (same formula, charge and spin) (eV): 1.0516
Calculated total energy (eV): -25291.522
Structure (SMILES): C[Si](C)(F)Cl
Total charge: 0

Below is 2 unconnected molecules or ions with the total composition C2H6ClISi at a distorted geometry, with properties calculated with ωB97M-V with the def2-TZVPD basis set.

XYZ file:
```
11
C2H6ClISi (ωB97M-V with the def2-TZVPD basis set)
C -0.39 0.02 2.11
C 0.10 0.12 -1.12
Si -0.50 0.90 0.43
Cl -2.06 2.08 0.04
I 2.99 -2.11 -4.16
H 0.64 -0.42 2.27
H -0.51 0.64 2.97
H -1.17 -0.86 2.09
H 1.05 -0.53 -1.19
H -0.53 -0.71 -1.52
H 0.39 0.88 -1.91
```

Results
LUMO (alpha / beta) (eV): 0.24 / -3.47
Gap between HOMO and LUMO (alpha / beta) (Ha): 0.3944 / 0.1061
Energy relative to the best compared isomer or geometry (same formula, charge and spin) (eV): 3.9796
Calculated total energy (eV): -30670.742
Total charge: 0

Below is a molecular structure, C2H6ClN at a distorted geometry, with properties calculated with ωB97M-V with the def2-TZVPD basis set.

XYZ file:
```
10
C2H6ClN (ωB97M-V with the def2-TZVPD basis set)
C -0.64 0.84 0.72
C 0.48 0.31 -0.13
N 0.07 -1.59 -0.31
Cl 0.33 0.96 -1.69
H -0.35 1.77 1.03
H -0.97 0.08 1.44
H -1.43 0.89 0.03
H 1.59 0.37 0.09
H -0.07 -1.70 -1.30
H 0.99 -1.93 0.11
```

Results
LUMO (eV): 1.01
Gap between HOMO and LUMO (Ha): 0.3859
Energy relative to the best compared isomer or geometry (same formula, charge and spin) (eV): 2.3336
Calculated total energy (eV): -16181.697
Total charge: 0

Below is C2H6ClN3O2 in the gas phase at a distorted geometry, with properties calculated with ωB97M-V with the def2-TZVPD basis set.

XYZ file:
```
14
C2H6ClN3O2 (ωB97M-V with the def2-TZVPD basis set)
C 0.83 0.21 -0.65
C -0.67 -0.11 0.19
N -0.50 -0.71 1.40
N 2.01 -0.66 -0.48
N -1.68 0.39 -0.35
O 1.06 1.52 -0.07
O 0.46 0.18 -1.99
Cl 3.37 -0.05 -1.43
H 0.53 -0.99 1.72
H -1.15 -0.86 2.16
H 1.77 -1.55 -0.88
H 1.72 1.89 -0.69
H -0.41 0.56 -1.83
H -2.54 0.52 0.20
```

Results
LUMO (eV): 0.52
Gap between HOMO and LUMO (Ha): 0.3785
Energy relative to the best compared isomer or geometry (same formula, charge and spin) (eV): 3.1522
Calculated total energy (eV): -23257.137
Structure (SMILES): [H]/N=C(\N)C(O)(O)NCl
Total charge: 0

Below is C2H6ClN3S in the gas phase at a distorted geometry, with properties calculated with ωB97M-V with the def2-TZVPD basis set.

XYZ file:
```
13
C2H6ClN3S (ωB97M-V with the def2-TZVPD basis set)
C 0.23 -0.24 0.09
C 0.53 -1.26 -0.95
H -1.77 -0.70 2.73
H -1.52 0.94 1.83
H 0.17 -2.32 -0.77
H 1.72 -1.29 -0.79
H 1.75 0.82 -0.65
H -0.64 2.18 -1.37
N -0.99 -0.12 2.06
N -0.70 -0.73 0.85
N 0.84 1.02 -0.10
S 0.19 2.57 -0.33
Cl 0.18 -0.89 -2.60
```

Results
LUMO (eV): 0.61
Gap between HOMO and LUMO (Ha): 0.3392
Energy relative to the best compared isomer or geometry (same formula, charge and spin) (eV): 2.1955
Calculated total energy (eV): -29995.764
Structure (SMILES): N/N=C(/CCl)NS
Total charge: 0

> Look up the calculated total energy of the first one.

-20389.276 eV

> Which formula does entry 6 have?

C2H6ClN3S

> The highest calculated total energy belongs to which entry?

C2H6ClN